The following is a quantum chemistry calculation of one molecule with the formula C6H8, from the OMol25 dataset.

Summary:
* frontier orbital gap: 0.4043 hartree
* 2S+1: 1
* SMILES string: C#CC1CCC1
* electronic energy: -6349.091 eV
* strongest force on any atom: 0.45 eV/A
* LUMO energy: 0.043 hartree
* energy relative to the best compared isomer or geometry (same formula, charge and spin): 163.33 kJ/mol
* total charge: 0

Each line ends with the Mulliken charge.
Geometry (Å):
C 2.85 -0.14 -0.83  0.160
C 1.78 0.09 -0.32  -0.838
C 0.48 0.28 0.31  0.109
C -0.71 0.87 -0.50  -0.628
C -1.65 -0.01 0.35  -0.531
C -0.44 -0.94 0.60  -0.625
H 3.78 -0.38 -1.30  0.411
H 0.59 0.85 1.25  0.227
H -0.83 1.96 -0.52  0.320
H -0.69 0.51 -1.54  0.267
H -1.98 0.53 1.24  0.225
H -2.53 -0.48 -0.11  0.318
H -0.31 -1.68 -0.20  0.270
H -0.36 -1.46 1.56  0.314

=====

The following is a quantum chemistry calculation of a 9-piece molecular cluster, C31H55NO24 overall, from the OMol25 dataset.

Summary:
* frontier orbital gap: 0.3566 hartree
* 2S+1: 1
* SMILES string: C[C@H]1COC(=O)O1.C[C@H]1COC(=O)O1.C[C@H]1COC(=O)O1.COC(=O)OC.COC(=O)OC.COC(=O)OC.COC(=O)OC.COC(=O)OC.CCCC#N
* electronic energy: -83660.154 eV
* strongest force on any atom: 10.19 eV/A
* LUMO energy: 0.002 hartree
* energy relative to the best compared isomer or geometry (same formula, charge and spin): 132.30 kJ/mol
* total charge: 0

Each line ends with the Mulliken charge.
Geometry (Å):
C -2.89 4.58 -5.20  -1.238
C -2.08 3.40 -5.77  0.602
C -1.91 2.22 -4.81  -0.634
O -2.02 1.13 -5.68  -0.178
C -2.39 1.52 -6.90  0.571
O -2.59 0.72 -7.81  -0.592
O -2.62 2.82 -6.93  -0.357
H -3.40 5.10 -6.05  0.338
H -2.26 5.39 -4.72  0.304
H -3.75 4.20 -4.59  0.338
H -1.04 3.71 -5.95  0.233
H -2.61 2.22 -4.05  0.311
H -0.94 2.25 -4.39  0.271
C 3.80 2.74 1.88  -1.546
C 2.44 3.28 2.31  0.898
C 1.44 2.15 2.41  -0.323
O 0.64 2.60 3.44  0.069
C 1.26 3.55 4.08  0.201
O 0.78 4.15 5.07  -0.605
O 2.35 3.91 3.54  -0.377
H 3.81 2.41 0.86  0.433
H 4.12 1.82 2.44  0.237
H 4.58 3.46 1.85  0.458
H 1.93 4.04 1.61  0.192
H 1.84 1.21 2.62  0.242
H 0.84 2.17 1.49  0.012
C -1.63 1.98 5.98  -1.831
C -0.68 0.76 5.73  0.848
C -0.76 -0.36 6.80  -0.460
O -1.39 -1.40 6.16  -0.336
C -1.48 -1.12 4.89  0.336
O -1.88 -1.89 4.04  -0.590
O -0.99 0.06 4.56  0.149
H -2.63 1.76 6.04  0.624
H -1.53 2.74 5.28  0.169
H -1.46 2.45 6.93  0.531
H 0.29 1.24 5.66  0.009
H -1.47 -0.07 7.56  0.354
H 0.24 -0.52 7.19  0.305
C 6.16 0.14 0.12  -0.694
O 4.75 0.47 0.05  -0.178
C 3.94 -0.48 -0.43  0.657
O 4.44 -1.76 -0.92  -0.661
O 2.61 -0.12 -0.62  -0.096
C 1.71 -0.92 -1.37  -0.722
H 6.63 0.90 0.78  0.255
H 6.54 0.21 -0.83  0.368
H 6.41 -0.87 0.55  0.215
H 1.78 -1.93 -1.01  0.393
H 2.00 -0.96 -2.44  0.441
H 0.68 -0.59 -1.26  0.062
C 4.73 -3.40 2.08  -0.604
O 3.37 -3.44 1.72  -0.293
C 2.67 -2.37 2.00  0.835
O 3.21 -1.21 2.58  -0.690
O 1.38 -2.46 1.70  -0.374
C 0.47 -1.43 2.02  -0.024
H 5.30 -2.95 1.25  0.184
H 5.05 -4.41 2.28  0.295
H 4.89 -2.92 3.08  0.276
H 0.63 -1.11 3.03  0.055
H -0.61 -1.60 1.85  0.324
H 0.74 -0.53 1.43  -0.045
C -2.25 5.56 1.52  -0.787
O -2.51 5.01 2.81  -0.315
C -1.89 5.48 3.84  0.885
O -0.83 6.49 3.69  -0.649
O -2.34 5.06 4.97  -0.297
C -1.93 5.70 6.20  -0.777
H -2.40 6.63 1.50  0.394
H -3.09 5.23 0.90  0.304
H -1.36 5.29 0.95  0.271
H -0.84 5.81 6.19  0.320
H -2.23 5.12 7.10  0.242
H -2.32 6.69 6.30  0.412
C 1.24 -9.11 -1.21  -0.642
O 0.87 -7.70 -1.12  -0.241
C 0.16 -7.17 -2.06  0.611
O -0.11 -7.83 -3.29  -0.622
O -0.36 -5.92 -1.78  -0.275
C -0.77 -5.13 -2.92  -0.702
H 2.03 -9.34 -1.89  0.305
H 0.34 -9.76 -1.32  0.295
H 1.63 -9.44 -0.24  0.254
H -0.06 -5.12 -3.68  0.420
H -1.10 -4.22 -2.46  0.142
H -1.64 -5.57 -3.30  0.439
C -2.37 1.50 2.28  -0.259
O -2.98 0.65 1.35  -0.472
C -2.36 0.31 0.29  0.635
O -1.04 0.52 -0.03  -0.486
O -3.15 -0.47 -0.49  -0.485
C -2.60 -0.94 -1.70  0.025
H -2.38 2.53 1.99  0.442
H -1.28 1.31 2.36  -0.101
H -2.78 1.35 3.25  0.364
H -2.31 -0.05 -2.30  0.009
H -3.22 -1.61 -2.21  0.368
H -1.61 -1.49 -1.53  -0.045
C -0.22 -2.73 -7.68  -1.150
C -1.44 -3.48 -7.08  -0.555
C -2.05 -2.66 -5.88  -0.414
C -1.11 -2.31 -4.84  0.365
N -0.43 -2.01 -3.92  -0.420
H 0.59 -2.55 -7.01  0.383
H -0.51 -1.78 -8.04  0.279
H 0.16 -3.40 -8.49  0.332
H -1.14 -4.50 -6.72  0.281
H -2.09 -3.61 -7.86  0.408
H -2.83 -3.24 -5.43  0.335
H -2.52 -1.77 -6.22  0.229

=====

The following is a quantum chemistry calculation of one molecule with the formula C4H5NO2, from the OMol25 dataset.

Summary:
* frontier orbital gap: 0.3396 hartree
* 2S+1: 1
* electronic energy: -9811.407 eV
* strongest force on any atom: 1.97 eV/A
* LUMO energy: -0.003 hartree
* energy relative to the best compared isomer or geometry (same formula, charge and spin): 280.58 kJ/mol
* total charge: 0

Each line ends with the Mulliken charge.
Geometry (Å):
O -1.23 2.28 -0.16  -0.620
C -0.40 1.41 0.00  0.633
C -0.88 -0.01 0.40  -0.565
C -0.23 -1.19 -0.34  -0.420
N 1.23 -1.15 -0.19  -0.327
C 1.91 -0.20 -0.06  0.326
O 0.88 1.60 -0.10  -0.673
H -0.72 -0.14 1.47  0.287
H -1.96 -0.05 0.21  0.291
H -0.42 -1.16 -1.41  0.314
H -0.58 -2.15 0.05  0.303
H 2.38 0.74 0.13  0.451

=====

The following is a quantum chemistry calculation of a 4-piece molecular cluster, C35H48F8NO6PS overall, from the OMol25 dataset.

Summary:
* frontier orbital gap: 0.2954 hartree
* 2S+1: 1
* SMILES string: CCCCc1ccc2c(c1)Sc1c(CCOCC(F)(F)C(F)(F)C(F)(F)C(F)F)cc(P(O)O)c(CCC)c1N2.CC(C)=O.CC(C)=O.CC(C)=O
* electronic energy: -92714.221 eV
* strongest force on any atom: 0.52 eV/A
* LUMO energy: 0.018 hartree
* total charge: 0

Each line ends with the Mulliken charge.
Geometry (Å):
C 7.26 -1.47 -2.29  -1.250
C 6.16 -2.51 -2.60  -0.457
C 5.60 -3.22 -1.35  -0.444
C 4.07 -3.30 -1.26  -1.183
C 3.31 -2.00 -1.38  0.449
C 3.91 -0.75 -1.24  -0.263
C 3.18 0.42 -1.34  -0.892
C 1.82 0.37 -1.61  0.467
C 1.20 -0.87 -1.73  0.644
C 1.94 -2.04 -1.61  -0.972
S -0.53 -0.90 -2.06  -0.493
C -1.01 0.49 -1.07  0.149
C -2.20 0.45 -0.34  0.844
C -3.07 -0.78 -0.40  -0.597
C -4.49 -0.57 0.08  0.295
O -5.14 -1.83 0.31  -0.415
C -5.97 -2.27 -0.72  -1.109
C -7.34 -1.55 -0.75  1.380
F -8.33 -2.45 -0.43  -0.345
F -7.39 -0.54 0.16  -0.308
C -7.71 -1.01 -2.15  0.478
F -7.78 -2.09 -2.97  -0.331
F -6.70 -0.22 -2.61  -0.298
C -9.06 -0.20 -2.24  0.563
F -9.69 -0.18 -1.05  -0.271
F -9.87 -0.83 -3.15  -0.316
C -8.86 1.23 -2.76  0.153
F -8.14 1.95 -1.86  -0.226
F -10.08 1.81 -2.88  -0.275
C -2.52 1.58 0.40  -1.174
C -1.69 2.70 0.43  0.536
P -2.41 4.04 1.46  -0.011
O -2.11 5.37 0.51  -0.511
O -1.21 4.18 2.58  -0.484
C -0.49 2.72 -0.29  1.388
C 0.47 3.88 -0.26  -1.367
C 0.66 4.66 -1.60  -0.823
C -0.40 4.40 -2.67  -1.179
C -0.17 1.59 -1.04  -0.295
N 1.04 1.54 -1.77  -0.120
H 8.23 -1.79 -2.67  0.280
H 7.04 -0.51 -2.76  0.352
H 7.35 -1.28 -1.22  0.316
H 5.35 -2.00 -3.12  0.366
H 6.58 -3.25 -3.27  0.454
H 6.01 -2.80 -0.43  0.412
H 5.96 -4.26 -1.38  0.160
H 3.82 -3.71 -0.28  0.362
H 3.70 -4.02 -1.99  0.405
H 4.97 -0.67 -1.03  0.335
H 3.66 1.39 -1.23  0.276
H 1.44 -2.99 -1.70  0.447
H -3.09 -1.13 -1.44  0.527
H -2.59 -1.57 0.20  0.281
H -5.04 0.02 -0.65  0.333
H -4.53 -0.03 1.02  -0.660
H -6.19 -3.32 -0.51  0.401
H -5.48 -2.22 -1.69  0.326
H -8.38 1.24 -3.74  0.293
H -3.44 1.63 0.97  0.024
H -1.47 5.96 0.91  0.311
H -0.38 3.82 2.28  0.408
H 0.20 4.60 0.50  0.570
H 1.44 3.47 0.05  0.166
H 0.67 5.72 -1.37  0.508
H 1.65 4.42 -2.01  0.446
H -0.13 3.56 -3.31  0.256
H -0.46 5.28 -3.32  0.443
H -1.39 4.24 -2.24  0.256
H 1.62 2.35 -1.58  -0.032
C 8.33 -5.34 0.59  -1.072
C 9.27 -4.19 0.32  0.862
O 9.24 -3.57 -0.72  -0.504
C 10.27 -3.86 1.40  -1.176
H 7.67 -5.48 -0.26  0.191
H 8.90 -6.25 0.77  0.412
H 7.73 -5.13 1.48  0.312
H 10.90 -4.72 1.61  0.339
H 9.74 -3.59 2.32  0.329
H 10.88 -3.02 1.09  0.315
C 2.99 3.53 3.52  -1.232
C 3.34 2.40 2.59  0.895
O 3.30 2.53 1.39  -0.493
C 3.76 1.10 3.23  -1.084
H 2.71 4.41 2.94  0.265
H 2.16 3.24 4.17  0.335
H 3.84 3.78 4.16  0.406
H 2.95 0.72 3.86  0.346
H 4.64 1.25 3.85  0.373
H 3.98 0.37 2.45  0.170
C -5.63 -0.50 5.39  -1.234
C -5.47 0.07 4.00  0.779
O -4.45 0.62 3.66  -0.496
C -6.64 -0.07 3.06  -0.665
H -4.72 -0.33 5.96  0.324
H -6.47 -0.02 5.90  0.335
H -5.83 -1.57 5.33  0.323
H -7.52 0.42 3.47  0.490
H -6.86 -1.13 2.91  0.269
H -6.38 0.38 2.11  -0.072

=====

The following is a quantum chemistry calculation of a 2-piece molecular cluster, C8H12O2 overall, from the OMol25 dataset.

Summary:
* frontier orbital gap: 0.3763 hartree
* 2S+1: 1
* SMILES string: c1ccccc1.OCCO
* electronic energy: -12584.506 eV
* strongest force on any atom: 1.35 eV/A
* LUMO energy: 0.032 hartree
* energy relative to the best compared isomer or geometry (same formula, charge and spin): 89.89 kJ/mol
* total charge: 0

Each line ends with the Mulliken charge.
Geometry (Å):
O -0.67 -1.60 0.35  -0.693
O -0.65 -1.47 -2.49  -0.549
C 0.53 -1.78 -0.40  -0.434
C 0.46 -1.04 -1.72  -0.014
H -0.67 -0.68 0.70  0.356
H -1.40 -1.52 -1.87  0.360
H 1.43 -1.47 0.18  0.262
H 0.61 -2.87 -0.58  0.325
H 0.41 0.05 -1.53  -0.048
H 1.37 -1.24 -2.32  0.339
C 1.19 0.86 1.19  -0.343
C 0.13 0.45 2.00  -0.398
C 0.94 1.55 0.00  -0.295
C -1.18 0.73 1.61  -0.432
C -0.37 1.82 -0.38  -0.234
C -1.43 1.41 0.42  -0.273
H 2.23 0.64 1.49  0.399
H 0.33 -0.08 2.93  0.313
H 1.78 1.87 -0.64  0.322
H -2.02 0.41 2.25  0.350
H -0.57 2.36 -1.32  0.337
H -2.47 1.63 0.12  0.350